{
  "formula": "C15H18O2",
  "method": "ωB97M-V/def2-TZVPD",
  "symbols": ["H", "O", "H", "C", "H", "C", "C", "C", "H", "H", "H", "C", "C", "C", "H", "O", "H", "H", "C", "H", "C", "H", "C", "C", "C", "H", "H", "H", "H", "H", "C", "H", "C", "H", "C"],
  "xyz": [[-2.974, 2.753, 0.332], [0.953, -3.249, -3.023], [3.145, -3.681, -1.856], [1.128, -3.123, -1.672], [1.683, 3.220, -1.171], [2.657, -2.726, 0.075], [-1.114, 1.709, -0.053], [0.194, 1.801, -0.522], [-0.515, -2.275, 1.109], [0.110, -2.900, -3.358], [-2.040, 4.988, 0.027], [2.033, -1.850, 2.343], [0.353, -2.436, 0.481], [-1.400, 4.125, -0.048], [-3.471, -0.857, 0.594], [0.766, 5.287, -0.256], [0.860, 0.943, -0.549], [-1.330, -0.316, -0.600], [-3.154, 0.171, 0.437], [-1.243, 0.005, 1.230], [2.406, -3.298, -1.169], [0.303, 6.122, -0.117], [0.688, 3.060, -0.779], [0.067, -2.747, -0.844], [1.654, -2.352, 0.994], [-3.437, 0.764, 1.321], [1.284, -1.145, 2.708], [-0.959, -2.823, -1.161], [-3.696, 0.645, -0.383], [3.646, -2.783, 0.518], [-0.038, 4.188, -0.392], [1.883, -2.685, 3.071], [-1.905, 2.820, 0.175], [3.102, -1.658, 2.297], [-1.639, 0.306, 0.243]],
  "mulliken_charge": [0.317, -0.568, 0.376, 0.826, 0.387, -0.464, 0.163, -0.676, 0.469, 0.321, 0.343, -1.415, -0.289, -0.791, 0.390, -0.507, 0.426, 0.101, -1.671, 0.092, -0.947, 0.303, -0.538, -0.685, 0.628, 0.350, 0.308, 0.458, 0.372, 0.312, 0.620, 0.309, -0.437, 0.385, 0.734],
  "smiles": "CCc1ccc(O)cc1.Cc1ccc(O)cc1",
  "homo_energy_ha": -0.301,
  "e_tot_ha": -732.81539,
  "spin_multiplicity": 1,
  "homo_lumo_gap_ev": 8.94,
  "e_lumo_ev": 0.7
}

{
  "formula": "C15H19ClN2S",
  "method": "ωB97M-V/def2-TZVPD",
  "symbols": ["C", "H", "H", "H", "H", "H", "Cl", "H", "H", "H", "C", "S", "H", "H", "C", "C", "C", "C", "C", "N", "H", "H", "H", "C", "C", "C", "C", "H", "C", "C", "N", "C", "H", "H", "H", "C", "H", "H"],
  "xyz": [[2.879, 0.346, -0.238], [-4.589, -2.086, -1.107], [4.651, 0.019, 0.959], [1.597, -1.062, 2.231], [4.878, -0.263, -0.766], [-3.970, -2.330, 1.214], [-2.590, 3.243, 0.048], [-3.054, -1.319, -2.841], [-1.782, -1.017, -1.661], [0.580, -2.216, 1.350], [-3.412, -1.609, 0.614], [2.319, -1.414, -0.035], [-3.091, -3.008, -0.993], [2.540, 0.953, 1.803], [-1.264, -0.267, 0.878], [0.411, 3.478, 0.157], [0.705, 1.115, 0.747], [4.389, 0.376, -0.034], [-1.965, -1.574, 1.113], [-2.030, 0.784, 0.615], [-3.858, -0.625, 0.757], [-1.949, -1.755, 2.193], [-1.402, -2.381, 0.640], [0.128, -0.134, 0.979], [2.508, 0.792, -1.647], [-2.859, -1.034, -1.809], [1.064, -1.246, 1.295], [4.764, 1.392, -0.152], [-1.499, 1.959, 0.398], [-3.528, -2.015, -0.855], [0.857, 4.510, -0.071], [-0.121, 2.201, 0.432], [-3.243, -0.030, -1.648], [2.998, 0.157, -2.381], [2.493, 2.273, 0.627], [2.191, 1.239, 0.806], [2.820, 1.822, -1.812], [1.433, 0.726, -1.803]],
  "mulliken_charge": [1.625, 0.356, 0.417, 0.383, 0.415, 0.376, -0.199, 0.420, 0.191, 0.470, -0.813, -0.192, 0.295, 0.319, 0.352, -0.376, 1.361, -1.708, -0.700, -0.386, 0.351, 0.392, 0.398, 0.212, -1.537, -0.948, -0.991, 0.393, 0.146, -0.550, -0.567, 0.193, 0.215, 0.454, 0.605, -2.028, 0.378, 0.278],
  "smiles": "CCCCc1nc(Cl)c(C#N)c2c1CSC(C)(C)C2",
  "homo_energy_ha": -0.329,
  "e_tot_ha": -1550.89403,
  "spin_multiplicity": 1,
  "homo_lumo_gap_ev": 9.03,
  "e_lumo_ev": 0.1
}